(1)
346
Properties=species:S:1:pos:R:3 method="wB97M-V/def2-TZVPD" e_lumo_ev=-7.98 charge=+5 homo_energy_ev=-14.98 e_tot_ev=-265187.954
P -0.7577 -0.7907 0.2024
F 0.8668 -1.1184 0.4020
F -1.1093 -1.8274 1.4309
F -0.7808 0.4634 1.3281
F -2.3743 -0.5395 0.0081
F -0.4444 0.1997 -1.0301
F -0.9291 -1.9679 -0.9023
C -9.1182 -0.4805 -0.4250
C -9.0029 1.0064 -0.0847
C -7.5551 1.5046 0.0305
C -6.8486 0.6729 1.1638
P -5.6890 1.6291 2.1202
C -4.4417 2.2117 0.9714
C -3.4524 3.2106 1.6205
C -2.2239 3.4978 0.7475
C -2.5052 4.3506 -0.4957
C -6.5614 3.1398 2.8330
C -5.9823 3.6578 4.1814
C -6.6386 4.9470 4.6996
C -6.0044 5.3091 6.0488
C -5.0933 0.5945 3.5373
C -4.2060 -0.5777 3.1742
C -3.1381 -0.9960 4.1426
C -3.6371 -1.7367 5.3837
H -8.7254 -1.2227 0.2700
H -8.5322 -0.5708 -1.3396
H -10.1841 -0.6156 -0.6086
H -9.5836 1.4093 0.7451
H -9.2995 1.5510 -0.9811
H -7.5974 2.5710 0.2521
H -7.0023 1.5644 -0.9070
H -6.2838 -0.1728 0.7714
H -7.6386 0.2632 1.7932
H -4.9536 2.6021 0.0919
H -3.9450 1.2708 0.7348
H -3.0209 2.8677 2.5609
H -3.9326 4.1477 1.9023
H -1.6947 2.5810 0.4875
H -1.5010 3.9873 1.4000
H -3.3374 3.8984 -1.0352
H -1.6377 4.6128 -1.1014
H -3.0073 5.2891 -0.2606
H -7.6257 2.9081 2.8733
H -6.5137 3.9090 2.0621
H -4.9254 3.8659 4.0146
H -6.0526 2.8733 4.9349
H -7.6907 4.7605 4.9151
H -6.6644 5.7768 3.9934
H -4.9298 5.4332 5.9150
H -6.2270 4.4655 6.7022
H -6.3075 6.2112 6.5803
H -5.9841 0.1736 4.0036
H -4.5444 1.2111 4.2491
H -3.6154 -0.2757 2.3093
H -4.7789 -1.4480 2.8542
H -2.5987 -0.1327 4.5321
H -2.3794 -1.6011 3.6462
H -4.3689 -1.1594 5.9487
H -2.7511 -2.0066 5.9582
H -4.1308 -2.6647 5.0951
C 1.9369 11.6813 -0.7905
C 1.4681 10.1963 -0.9972
C 1.4567 9.3759 0.3554
C 2.7624 8.7048 0.7200
P 2.6102 7.5022 1.9775
C 1.7301 8.2600 3.3585
C 2.3288 9.5969 3.8139
C 1.5919 10.3496 4.8735
C 2.3978 11.6173 5.4264
C 4.2730 6.9110 2.4925
C 4.3741 6.0406 3.7219
C 4.3141 6.7702 5.0705
C 5.4610 7.7191 5.5226
C 1.6574 6.1620 1.2016
C 2.0232 5.4154 -0.1540
C 1.2323 4.1019 -0.3960
C 0.8627 3.8362 -1.8595
H 1.2088 12.2357 -0.1984
H 2.0865 12.2171 -1.7279
H 2.8832 11.6993 -0.2499
H 2.1444 9.7330 -1.7156
H 0.4786 10.3274 -1.4353
H 0.6429 8.6640 0.2171
H 1.1880 9.9780 1.2233
H 3.5154 9.4727 0.8972
H 3.1244 8.2098 -0.1811
H 1.5540 7.6115 4.2167
H 0.8169 8.3669 2.7730
H 2.6319 10.2343 2.9832
H 3.3360 9.4458 4.2025
H 1.4817 9.6641 5.7138
H 0.5524 10.5655 4.6267
H 2.2038 12.5381 4.8765
H 3.4456 11.4325 5.6634
H 1.9475 11.9356 6.3667
H 4.8797 7.8145 2.5529
H 4.7901 6.5095 1.6210
H 5.3121 5.4860 3.6968
H 3.6165 5.2579 3.7634
H 4.3103 5.9199 5.7524
H 3.3339 7.1905 5.2953
H 5.0614 8.1504 6.4404
H 5.7256 8.4814 4.7898
H 6.4011 7.2042 5.7204
H 0.7336 6.5757 0.7973
H 1.3570 5.5228 2.0318
H 3.0888 5.2306 -0.0174
H 1.9864 6.1321 -0.9744
H 0.3586 4.0380 0.2526
H 1.8748 3.3049 -0.0216
H 0.1991 2.9846 -2.0096
H 1.6685 3.6728 -2.5751
H 0.3605 4.7288 -2.2325
C 4.1157 -2.4455 -8.2468
C 3.8119 -1.3939 -7.1691
C 2.4513 -0.7465 -7.3389
C 2.4729 0.2127 -8.5903
P 0.8962 1.1200 -8.8616
C -0.4264 0.0092 -9.4630
C -0.1700 -0.5775 -10.8464
C -1.3796 -1.4311 -11.4792
C -1.9136 -2.5031 -10.5584
C 0.3707 1.6576 -7.1734
C -1.0670 2.1647 -6.9923
C -1.3618 2.7092 -5.5645
C -1.7139 1.6566 -4.5584
C 0.9234 2.3963 -10.1745
C -0.5104 2.9276 -10.6547
C -0.3448 4.1933 -11.5601
C -1.7534 4.6609 -11.9450
H 3.9771 -1.9905 -9.2276
H 3.5422 -3.3717 -8.2836
H 5.1332 -2.8352 -8.2165
H 4.7081 -0.7743 -7.1358
H 3.8598 -1.8864 -6.1979
H 2.2588 -0.1541 -6.4444
H 1.6970 -1.5198 -7.4838
H 2.7416 -0.1843 -9.5693
H 3.2281 0.9912 -8.4817
H -1.3342 0.6126 -9.4540
H -0.6214 -0.7270 -8.6832
H 0.6864 -1.2507 -10.8075
H 0.0085 0.2324 -11.5537
H -1.1466 -1.8328 -12.4653
H -2.2526 -0.8378 -11.7512
H -2.3553 -3.2918 -11.1676
H -2.5952 -1.9945 -9.8767
H -1.1072 -2.8924 -9.9369
H 1.1819 2.3296 -6.8934
H 0.3316 0.7757 -6.5340
H -1.8260 1.4500 -7.3103
H -1.3440 3.0779 -7.5192
H -2.1378 3.4696 -5.6533
H -0.4842 3.2397 -5.1952
H -2.1384 2.1529 -3.6857
H -0.7951 1.1529 -4.2581
H -2.4405 0.9509 -4.9610
H 1.4645 2.0483 -11.0544
H 1.6224 3.1735 -9.8660
H -1.0792 3.1142 -9.7439
H -0.9973 2.1540 -11.2486
H 0.1053 4.0095 -12.5357
H 0.1479 5.0098 -11.0322
H -2.1728 3.8672 -12.5633
H -1.6836 5.6200 -12.4581
H -2.4564 4.8547 -11.1349
C 1.0547 0.5942 7.6972
C 1.6302 0.2235 6.2535
N 1.8232 1.4186 5.2388
C 2.4376 2.5873 6.0018
C 2.8159 0.8767 4.1168
C 2.2791 -0.3815 3.3511
C 0.3626 1.8514 4.7080
C 0.4457 2.6857 3.4507
O 0.9912 3.9323 3.7129
C 0.0865 4.8409 4.1511
H 0.6213 -0.2344 8.2573
H 0.3678 1.4329 7.5836
H 1.9174 0.9209 8.2778
H 1.2342 -0.7147 5.8648
H 2.6717 -0.0512 6.4205
H 3.0665 3.0942 5.2699
H 3.1855 2.1859 6.6856
H 1.6815 3.1595 6.5393
H 3.7213 0.7202 4.7033
H 3.1634 1.6950 3.4861
H 1.3062 -0.1102 2.9412
H 2.2317 -1.2698 3.9809
H 2.9521 -0.5574 2.5120
H -0.2525 2.2061 5.5351
H -0.0975 0.8970 4.4521
H -0.5281 2.7196 2.9623
H 1.0424 2.2018 2.6774
H -0.5487 4.4122 4.9262
H -0.5792 5.2637 3.3986
H 0.5467 5.7799 4.4589
C -4.5338 -0.4850 -2.5896
C -4.6174 -2.0796 -2.4917
N -3.9602 -2.9088 -3.6356
C -4.2843 -2.3920 -5.0625
C -2.4373 -3.0453 -3.4634
C -1.6007 -1.9098 -4.1272
C -4.5439 -4.3703 -3.6035
C -4.2434 -5.2085 -2.2964
O -2.8876 -5.4896 -2.0696
C -2.7833 -6.6769 -1.2272
H -4.7797 0.0316 -1.6618
H -5.0845 0.0471 -3.3653
H -3.4990 -0.1481 -2.6502
H -5.6541 -2.3633 -2.6735
H -4.2136 -2.5112 -1.5759
H -3.8034 -1.4177 -5.1495
H -5.3731 -2.3479 -5.0856
H -4.0330 -3.2009 -5.7485
H -2.1179 -4.0088 -3.8606
H -2.2553 -3.2111 -2.4016
H -1.7930 -0.8871 -3.8028
H -1.8171 -1.9320 -5.1953
H -0.5259 -2.0479 -4.0097
H -3.9838 -4.7944 -4.4369
H -5.5863 -4.3610 -3.9223
H -4.8238 -6.1262 -2.3910
H -4.6998 -4.8940 -1.3578
H -3.4009 -6.8000 -0.3375
H -1.7458 -6.7569 -0.9027
H -2.8621 -7.5570 -1.8654
C 5.5852 -2.8784 7.7008
C 6.2843 -3.5849 6.4744
N 5.4653 -3.7983 5.1510
C 5.2128 -2.3342 4.5839
C 6.2134 -4.6789 4.0852
C 7.6988 -4.3389 3.7908
C 4.0745 -4.4364 5.4676
C 3.1558 -4.8470 4.2364
O 3.0434 -3.7565 3.4134
C 2.1779 -3.8631 2.2136
H 6.2935 -2.7633 8.5213
H 4.7360 -3.4435 8.0848
H 5.2617 -1.8677 7.4518
H 6.6962 -4.5834 6.6204
H 7.1268 -2.9533 6.1929
H 6.0565 -1.6441 4.5763
H 4.3458 -1.9082 5.0887
H 5.0776 -2.3717 3.5029
H 5.6637 -4.7583 3.1473
H 6.0750 -5.6972 4.4485
H 8.3048 -4.9886 3.1594
H 8.3960 -4.2960 4.6276
H 7.7442 -3.4549 3.1548
H 3.6221 -3.7207 6.1541
H 4.3154 -5.3621 5.9902
H 2.1762 -5.2163 4.5399
H 3.7181 -5.6217 3.7152
H 2.1901 -2.9419 1.6310
H 1.1325 -3.9528 2.5089
H 2.3662 -4.7296 1.5797
C 4.3247 -5.2888 -3.7173
C 3.0219 -5.1907 -2.9681
N 2.6707 -3.6885 -2.5831
C 1.4158 -3.9354 -1.7968
C 3.6948 -2.9982 -1.6673
C 4.3019 -3.9359 -0.5818
C 2.3120 -2.7998 -3.7724
C 1.9330 -1.2640 -3.4964
O 3.1129 -0.5617 -3.1602
C 3.0545 0.8873 -2.9569
H 4.7087 -6.3051 -3.6300
H 5.1623 -4.7346 -3.2937
H 4.2688 -5.1457 -4.7964
H 3.0597 -5.7215 -2.0169
H 2.1885 -5.6739 -3.4782
H 1.5405 -4.6909 -1.0211
H 0.5952 -4.2306 -2.4507
H 1.0749 -3.0889 -1.2007
H 3.1198 -2.2105 -1.1804
H 4.4726 -2.6804 -2.3616
H 4.7471 -3.3575 0.2277
H 5.1050 -4.5360 -1.0095
H 3.5548 -4.6160 -0.1726
H 1.7337 -3.4171 -4.4598
H 3.3295 -2.7203 -4.1551
H 1.1864 -1.1957 -2.7053
H 1.5342 -0.8486 -4.4218
H 4.0956 1.2030 -3.0247
H 2.4974 1.1123 -2.0474
H 2.5202 1.2771 -3.8233
C 0.5058 -10.9832 5.4284
C 0.8642 -9.5161 5.0809
N -0.0572 -8.7919 4.0037
C -0.0915 -9.8284 2.8275
C -1.5393 -8.6221 4.4836
C -1.7841 -7.4307 5.5682
C 0.5477 -7.4159 3.5300
C -0.2171 -6.6347 2.3591
O -1.3331 -5.9927 2.8610
C -1.7971 -4.9142 2.0065
H 1.1368 -11.1927 6.2921
H 0.7287 -11.6151 4.5687
H -0.5313 -11.0534 5.7565
H 1.8767 -9.3901 4.6975
H 0.8368 -8.7481 5.8539
H 0.8856 -10.0164 2.3825
H -0.6441 -9.2176 2.1136
H -0.6487 -10.7177 3.1221
H -1.8442 -9.5252 5.0124
H -2.2423 -8.5118 3.6580
H -2.8108 -7.4705 5.9321
H -1.5637 -6.4355 5.1819
H -1.1161 -7.4213 6.4294
H 1.5571 -7.6663 3.2036
H 0.7757 -6.8035 4.4024
H -0.4534 -7.2554 1.4948
H 0.5377 -5.9445 1.9825
H -2.2487 -5.4183 1.1520
H -1.0234 -4.2645 1.5975
H -2.6472 -4.3259 2.3520
C 9.0367 -0.6874 2.7447
F 8.1536 -0.3695 3.6747
F 9.9563 0.3032 2.6355
F 9.5472 -1.8785 3.0632
S 8.1506 -0.7607 0.9530
O 9.3191 -0.8310 -0.0040
O 7.3181 -2.0152 0.9266
N 7.3170 0.7701 0.8535
S 5.9107 0.3370 0.4021
O 5.7943 -0.4299 -0.8149
O 5.0816 -0.1914 1.4849
C 5.1783 2.1785 0.0667
F 3.8271 2.1479 0.0831
F 5.4586 2.9745 1.1342
F 5.4712 2.8049 -1.0572
C -6.2434 -4.4458 0.7715
F -6.8151 -4.4271 1.9795
F -6.5371 -3.2566 0.1154
F -4.9283 -4.5081 0.9955
S -6.8692 -5.9722 -0.1935
O -5.7809 -6.9048 -0.2483
O -8.0250 -6.4390 0.5376
N -7.3389 -5.2931 -1.7745
S -8.7585 -4.7687 -1.5049
O -9.7758 -5.7760 -1.6324
O -8.9640 -3.8246 -0.3926
C -9.1271 -3.6700 -3.0691
F -8.1586 -2.6895 -3.0846
F -9.0958 -4.3509 -4.2098
F -10.3112 -3.1055 -2.8788

***

(2)
58
Properties=species:S:1:pos:R:3 method="wB97M-V/def2-TZVPD" e_lumo_ev="-11.86 / -11.87" charge=+3 homo_energy_ev="-15.93 / -15.93" e_tot_ev=-64362.742
C -0.5728 -0.1142 -6.9142
C -0.5644 0.7088 -5.6791
H -0.5682 0.5249 -7.8141
H -1.4701 -0.7476 -6.9163
H 0.3148 -0.7615 -6.9166
O -0.5488 1.8923 -5.4973
I -0.5842 -0.7893 -3.6871
Ce -0.6188 -0.8434 -0.3533
P 2.0229 -0.1221 -1.0589
C 2.8046 1.1418 -0.0388
C 3.0545 -1.5595 -0.6415
H 4.0140 -1.4934 -1.1716
H 3.5687 0.1647 -2.9230
H 2.5594 -2.4912 -0.9264
H 1.8730 -0.0845 -3.4940
H 2.7296 0.8555 1.0187
H 3.2474 -1.5958 0.4362
C 2.5136 0.4176 -2.7358
H 3.8672 1.2037 -0.3101
H 2.3443 1.5021 -2.8344
H 2.3337 2.1202 -0.1624
P -3.1811 0.1648 -1.0631
C -4.1489 1.5241 -0.3437
C -3.7279 0.3023 -2.8018
H -3.7053 -2.2496 -0.8666
H -5.1580 -1.1937 -0.7877
H -4.0909 -1.3822 0.6460
C -4.1152 -1.3130 -0.4520
H -3.0695 -0.3103 -3.4493
H -4.7692 -0.0407 -2.9197
H -5.2254 1.3170 -0.4460
H -3.9092 2.4558 -0.8776
H -3.6289 1.3484 -3.1244
H -3.9120 1.6680 0.7163
C -0.3800 1.4814 -0.2591
O -0.2421 2.6354 -0.3649
C 4.0880 -0.0362 3.1986
N 2.6508 0.1140 2.9594
C 2.0549 1.3381 3.4732
C 1.9298 -1.1059 3.2861
C 0.4181 -1.0095 3.2161
C -0.3177 -1.3740 4.3567
C -1.7118 -1.1717 4.3941
C -2.3566 -0.5741 3.3068
C -1.5859 -0.1649 2.1626
C -0.2412 -0.5543 2.0532
H 4.5155 0.8424 3.6851
H 4.6134 -0.1549 2.2418
H 4.3062 -0.9284 3.7903
H 1.0564 1.4579 3.0206
H 1.9572 1.3481 4.5640
H 2.6743 2.1912 3.1515
H 2.2720 -1.9041 2.5922
H 2.2104 -1.4508 4.3025
H 0.2071 -1.8406 5.2082
H -2.2665 -1.4774 5.2969
H -3.4320 -0.3571 3.3524
H -2.0994 0.4754 1.4013

***

(3)
17
Properties=species:S:1:pos:R:3 method="wB97M-V/def2-TZVPD" smiles=O[C@@H]1[C@H]2C[C@H]3CN3[C@@H]12 e_lumo_ev=0.70 charge=0 homo_energy_ev=-8.48 e_above_lowest_kcal_mol=152.4 e_tot_ev=-9898.996
C 0.7258 0.8380 -0.7378
C 1.0035 -0.5103 -0.2541
C 0.9681 -0.7321 1.1203
C -0.5011 -0.5465 1.3497
C -1.5902 0.4259 1.4370
C -0.4098 -0.2139 -0.8335
H 1.7677 1.5894 -2.0879
H 0.7504 1.5343 0.0457
H 1.5798 -1.2561 -0.9894
H 1.4949 0.1249 1.7184
H 1.4659 -1.7056 1.1834
H -0.5600 -1.4686 2.0928
H -2.5741 0.5400 1.9568
H -1.3435 1.4493 1.2226
H -0.7808 -0.3660 -1.9744
N -1.3809 -0.5983 0.2548
O 0.8361 1.0226 -2.1802

***

(4)
73
Properties=species:S:1:pos:R:3 method="wB97M-V/def2-TZVPD" e_lumo_ev=-4.24 charge=+1 homo_energy_ev=-11.66 e_tot_ev=-1720145.692
C -0.3413 -0.4785 1.5567
C 0.8336 -0.9576 0.9021
N 1.7780 -1.6650 -0.0888
C 1.4724 -0.8854 -1.3848
C 0.7129 -1.8677 -2.4893
O -0.7014 -1.6201 -2.8096
C -1.6128 -2.2166 -1.8207
C -3.1540 -1.5724 -1.8699
C -3.6348 -1.1893 -0.3502
C -5.1761 -1.7286 0.0103
N 0.8895 -3.1859 -1.7520
Cl 1.6505 -4.3659 -2.7568
C 1.2977 -3.1154 -0.2970
N 1.2763 -4.0341 0.7230
C 0.7369 -5.4289 0.4134
C 1.5353 -6.5719 -0.1068
H -1.4187 -0.2360 2.0082
H 0.7587 0.0553 -1.2955
H 2.5326 -0.5292 -1.7356
H 1.3799 -1.7942 -3.4749
H -1.7572 -3.3718 -1.9625
H -1.1997 -1.9217 -0.7489
H -3.8662 -2.4070 -2.3377
H -3.1090 -0.6205 -2.5617
H -2.9542 -1.6147 0.5080
H -3.5595 -0.0022 -0.2577
H -5.5022 -1.1209 0.9558
H -5.0151 -2.8527 0.3755
H -5.8928 -1.6368 -0.9102
H 1.6045 -3.7343 1.6896
H -0.4210 -5.5806 0.5615
H 0.9518 -7.3867 -0.7552
H 2.7029 -6.7032 0.0165
C -5.2615 0.9698 -4.5313
Br -3.8524 -0.1768 -5.2270
Br -6.4238 0.0192 -3.2946
Br -4.5467 2.5995 -3.7454
H -5.8793 1.2703 -5.3839
C 0.6972 2.0248 4.9997
Br 0.1889 3.8562 4.5854
Br 0.2777 1.5558 6.8404
Br -0.0682 0.7579 3.7374
H 1.7854 1.9634 4.8942
C -0.3509 5.6157 0.5879
Br -0.8920 3.7491 0.6707
Br -1.3523 6.7160 1.8413
Br 1.5698 5.8235 0.8167
H -0.5938 5.9748 -0.4176
C 5.3938 1.6372 4.5567
Br 7.1511 2.2467 5.1264
Br 4.3299 0.9954 6.0534
Br 4.4537 2.9965 3.5306
H 5.5523 0.7846 3.8882
C 5.6048 -5.8868 -0.9950
Br 7.3783 -5.7196 -1.7763
Br 5.6012 -7.0761 0.5444
Br 4.8339 -4.1518 -0.5710
H 4.9627 -6.3450 -1.7545
C 0.8847 8.5531 -2.5292
Br 2.6280 8.5620 -1.6661
Br 0.3999 6.7791 -3.1631
Br -0.4929 9.3149 -1.3863
H 0.9612 9.1979 -3.4110
C 3.3100 -2.4377 7.4327
Br 4.9152 -3.0590 8.3390
Br 2.5252 -3.8253 6.3178
Br 2.0162 -1.6936 8.6803
H 3.6142 -1.6250 6.7649
C -4.8483 6.1743 -5.7281
Br -4.5158 4.7279 -6.9857
Br -6.4104 5.8271 -4.6220
Br -3.2763 6.5761 -4.6549
H -5.0683 7.0687 -6.3203